No. 1
This record from the Open Molecules 2025 dataset describes C20H22CoFN6O3S3 as an isolated structure. The level of theory is ωB97M-V/def2-TZVPD.

CARTESIAN COORDINATES (ANGSTROEM)
Co: 1.397 1.144 1.702
C: -0.963 0.235 -5.365
C: -1.629 -0.723 -4.383
C: -3.140 -0.725 -4.566
C: -3.778 -1.733 -3.622
C: -3.392 -1.411 -2.205
C: -4.209 -1.760 -1.155
C: -3.857 -1.432 0.150
F: -4.673 -1.798 1.147
C: -2.713 -0.742 0.431
C: -1.861 -0.379 -0.619
C: -0.635 0.349 -0.305
O: -0.438 0.750 0.873
C: 0.249 0.541 -1.399
C: -0.142 0.174 -2.662
N: -1.312 -0.388 -2.970
C: -2.189 -0.722 -1.943
C: 1.662 1.088 -1.275
O: 2.334 1.159 -2.299
O: 2.077 1.398 -0.104
H: -1.407 0.090 -6.347
H: 0.107 0.056 -5.465
H: -1.121 1.273 -5.068
H: -1.258 -1.736 -4.567
H: -3.369 -0.978 -5.600
H: -3.532 0.275 -4.366
H: -3.445 -2.742 -3.881
H: -4.863 -1.721 -3.720
H: -5.138 -2.288 -1.330
H: -2.447 -0.483 1.445
H: 0.559 0.368 -3.461
C: -0.889 1.803 6.479
C: 0.432 2.185 5.933
N: 1.398 2.743 6.573
N: 2.395 2.906 5.655
C: 2.077 2.456 4.438
S: 2.965 2.470 3.024
N: 0.806 1.989 4.610
N: 0.093 1.407 3.575
H: -0.926 2.077 7.529
H: -1.052 0.727 6.394
H: -1.691 2.321 5.951
H: 3.268 3.325 5.925
H: -0.258 0.495 3.848
H: -0.691 1.988 3.291
S: 1.987 -1.076 2.317
C: 3.221 -1.186 1.158
N: 3.089 -1.810 0.003
C: 4.178 -1.684 -0.965
C: 5.422 -1.303 -0.164
S: 4.813 -0.587 1.405
H: 2.179 -2.139 -0.284
H: 3.932 -0.905 -1.687
H: 4.318 -2.630 -1.486
H: 6.016 -0.550 -0.673
H: 6.044 -2.161 0.080

highest occupied orbital energy (alpha / beta)	-11.04 / -11.06	eV
net charge	+1
energy relative to the best compared isomer or geometry (same formula, charge and spin)	0.000	eV
multiplicity	4
gap between HOMO and LUMO (alpha / beta)	8.51 / 8.49	eV

Atom charges from the natural (NBO) analysis, given in e for atoms 1 to 8:
1. Co 1.400
2. C -0.624
3. C -0.027
4. C -0.402
5. C -0.426
6. C -0.001
7. C -0.227
8. C 0.399

---

No. 2
This record from the Open Molecules 2025 dataset describes C20H22CuN5S as an isolated structure. The level of theory is ωB97M-V/def2-TZVPD.

CARTESIAN COORDINATES (ANGSTROEM)
Cu: 0.166 0.548 -0.094
C: -2.898 -1.474 2.127
C: -1.962 -0.535 1.429
N: -1.178 -0.910 0.502
N: -1.206 -2.210 0.086
C: -1.306 -2.441 -1.266
N: -1.167 -3.730 -1.593
S: -1.589 -1.228 -2.375
C: -1.958 0.940 1.676
C: -2.648 1.539 2.710
C: -2.673 2.926 2.789
C: -2.012 3.667 1.834
C: -1.300 2.996 0.853
N: -1.272 1.670 0.775
H: -2.355 -2.299 2.590
H: -3.594 -1.892 1.395
H: -3.479 -0.985 2.901
H: -1.408 -2.942 0.746
H: -0.786 -4.410 -0.955
H: -1.194 -3.957 -2.570
H: -3.154 0.944 3.458
H: -3.208 3.415 3.593
H: -2.022 4.749 1.854
H: -0.712 3.531 0.120
N: 1.543 -0.237 -1.415
C: 1.917 -1.641 -1.441
C: 2.415 -2.205 -0.274
C: 2.778 -3.545 -0.255
C: 2.635 -4.324 -1.397
C: 2.138 -3.752 -2.562
C: 1.781 -2.410 -2.589
H: 1.175 0.045 -2.319
H: 2.363 0.325 -1.217
H: 2.514 -1.589 0.618
H: 3.176 -3.982 0.653
H: 2.927 -5.367 -1.384
H: 2.038 -4.350 -3.462
H: 1.387 -1.964 -3.496
C: 3.346 3.626 1.766
C: 2.625 2.772 2.593
C: 1.720 1.866 2.045
C: 1.538 1.788 0.663
C: 2.268 2.650 -0.158
C: 3.167 3.568 0.390
H: 4.046 4.335 2.193
H: 2.767 2.813 3.669
H: 1.162 1.215 2.715
H: 2.140 2.637 -1.241
H: 3.724 4.235 -0.261

highest occupied orbital energy (alpha / beta)	-10.85 / -11.39	eV
net charge	+1
multiplicity	2
gap between HOMO and LUMO (alpha / beta)	7.29 / 7.60	eV

Atom charges from the natural (NBO) analysis, given in e for atoms 1 to 8:
1. Cu 1.174
2. C -0.696
3. C 0.305
4. N -0.332
5. N -0.471
6. C 0.285
7. N -0.774
8. S -0.234

---

No. 3
This record from the Open Molecules 2025 dataset describes C20H22F9MgO11 as an isolated structure in a non-equilibrium geometry. The level of theory is ωB97M-V/def2-TZVPD.

CARTESIAN COORDINATES (ANGSTROEM)
Mg: -0.100 -0.352 0.330
C: -3.476 1.924 0.762
C: -2.407 1.064 0.507
C: -2.576 -0.001 -0.606
O: -1.510 -0.646 -0.832
C: -3.809 -0.302 -1.170
C: -4.886 0.495 -0.803
C: -4.742 1.684 0.158
O: -5.695 2.435 0.360
O: -6.008 0.261 -1.307
O: -1.243 1.164 0.993
H: -3.475 2.836 1.346
H: -3.989 -1.094 -1.880
C: 1.337 -2.595 3.396
C: -0.044 -2.504 2.771
O: -0.110 -1.828 1.573
H: 1.258 -3.337 4.206
H: 1.619 -1.724 4.002
H: 2.133 -2.917 2.724
H: -0.694 -1.998 3.498
H: -0.338 -3.558 2.638
C: 0.378 -5.334 -1.371
C: 0.493 -3.842 -1.057
O: 1.118 -3.240 -2.218
C: 1.466 -1.976 -2.095
O: 1.109 -1.313 -1.172
C: 2.244 -1.444 -3.337
F: 1.470 -0.582 -3.990
F: 3.303 -0.760 -2.891
F: 2.630 -2.419 -4.128
H: -0.142 -5.839 -0.556
H: 1.386 -5.758 -1.361
H: -0.138 -5.550 -2.302
H: 1.091 -3.621 -0.181
H: -0.533 -3.479 -1.015
C: 0.659 2.834 4.233
C: 0.767 1.950 2.985
O: 2.074 1.430 2.898
C: 2.399 0.643 1.907
O: 1.659 0.346 1.008
C: 3.823 0.167 1.864
F: 3.917 -1.113 1.549
F: 4.518 0.860 0.930
F: 4.440 0.406 3.037
H: -0.136 3.574 4.104
H: 1.502 3.530 4.300
H: 0.504 2.305 5.170
H: 0.539 2.614 2.154
H: -0.001 1.182 3.011
C: -2.134 2.274 -3.265
C: -0.698 1.966 -3.665
O: 0.257 2.721 -2.942
C: 0.600 2.365 -1.723
O: 0.402 1.306 -1.230
C: 1.409 3.466 -1.003
F: 1.825 4.438 -1.804
F: 0.685 3.985 -0.014
F: 2.498 2.878 -0.474
H: -2.448 1.939 -2.279
H: -2.714 1.769 -4.043
H: -2.348 3.340 -3.367
H: -0.522 2.098 -4.733
H: -0.596 0.876 -3.599

highest occupied orbital energy	-4.17	eV
net charge	-1
energy relative to the best compared isomer or geometry (same formula, charge and spin)	1.114	eV
gap between HOMO and LUMO	6.53	eV

Atom charges from the natural (NBO) analysis, given in e for atoms 1 to 8:
1. Mg 1.788
2. C -0.533
3. C 0.464
4. C 0.378
5. O -0.874
6. C -0.487
7. C 0.404
8. C 0.433

---

No. 4
This record from the Open Molecules 2025 dataset describes one molecule with the formula C20H22FN2O4P in a non-equilibrium geometry. The level of theory is ωB97M-V/def2-TZVPD.

CARTESIAN COORDINATES (ANGSTROEM)
C: 2.069 4.041 1.597
C: 1.512 3.987 0.186
O: 2.187 3.043 -0.632
P: 2.335 1.503 -0.200
O: 3.403 1.168 0.746
O: 2.625 0.827 -1.606
C: 1.678 0.875 -2.670
C: 1.047 -0.494 -2.870
C: 0.729 0.944 0.360
N: -0.502 1.218 -0.163
C: -1.331 0.425 0.446
C: -2.753 0.333 0.224
C: -3.529 -0.583 0.936
C: -4.889 -0.665 0.712
C: -5.462 0.176 -0.227
F: -6.790 0.099 -0.447
C: -4.714 1.093 -0.946
C: -3.356 1.169 -0.718
O: -0.718 -0.386 1.364
C: 0.584 -0.050 1.303
N: 1.503 -0.600 2.132
C: 1.420 -2.038 2.372
C: 1.523 -2.776 1.060
C: 2.712 -2.737 0.341
C: 2.791 -3.316 -0.912
C: 1.680 -3.935 -1.462
C: 0.492 -3.973 -0.754
C: 0.413 -3.393 0.500
H: 3.141 4.222 1.565
H: 1.584 4.836 2.159
H: 1.900 3.090 2.097
H: 0.444 3.741 0.209
H: 1.646 4.946 -0.324
H: 0.909 1.621 -2.454
H: 2.232 1.177 -3.563
H: 0.385 -0.472 -3.732
H: 0.471 -0.778 -1.992
H: 1.819 -1.241 -3.028
H: -3.059 -1.226 1.664
H: -5.507 -1.365 1.251
H: -5.200 1.730 -1.668
H: -2.740 1.869 -1.258
H: 2.432 -0.258 1.894
H: 0.465 -2.248 2.860
H: 2.234 -2.304 3.048
H: 3.576 -2.243 0.761
H: 3.720 -3.279 -1.461
H: 1.740 -4.384 -2.443
H: -0.378 -4.450 -1.181
H: -0.519 -3.417 1.048

highest occupied orbital energy	-7.87	eV
net charge	0
energy relative to the best compared isomer or geometry (same formula, charge and spin)	0.048	eV
SMILES	CCOP(=O)(OCC)c1nc(-c2ccc(F)cc2)oc1NCc1ccccc1
gap between HOMO and LUMO	8.35	eV

Atom charges from the natural (NBO) analysis, given in e for atoms 1 to 8:
1. C -0.641
2. C -0.062
3. O -0.805
4. P 2.403
5. O -1.108
6. O -0.806
7. C -0.065
8. C -0.627